Molecular formula: C5H12NS
Method: DFT, wB97M-V/def2-TZVPD

Its energy relative to the best compared isomer or geometry (same formula, charge and spin) is 82.0 kJ/mol. Its charge is -1. As for the LUMO energy: 3.921 eV. As for the structure (SMILES): CCNCCC[S-].

Atoms and positions in Å:
C 0.17 1.64 -0.88
C -0.14 1.04 -2.32
S 0.44 -0.65 -2.75
C 0.77 0.66 0.13
N -0.04 0.49 1.39
C -0.81 -0.76 1.36
C -0.06 -2.06 1.31
H -0.77 2.08 -0.54
H 0.93 2.41 -0.98
H 0.30 1.75 -3.03
H -1.21 1.05 -2.52
H 1.73 1.02 0.48
H 0.81 -0.32 -0.33
H 0.55 0.43 2.20
H -1.61 -0.80 2.10
H -1.44 -0.65 0.47
H 0.64 -2.08 0.48
H 0.49 -2.34 2.23
H -0.75 -2.91 1.20

Molecular formula: C7H28InN14O7
Method: DFT, wB97M-V/def2-TZVPD

Its charge is +4. As for the LUMO energy (alpha / beta): -16.250 / -16.819 eV. Its spin multiplicity is 2. Its expectation value of S² is 0.77.

Atoms and positions in Å:
In -4.92 4.36 -8.91
C -0.91 4.47 -8.70
O -2.10 4.58 -8.36
N 0.01 4.08 -7.86
N -0.40 4.96 -9.83
H -0.35 3.77 -6.97
H 1.00 4.20 -8.02
H -1.14 5.28 -10.44
H 0.58 4.94 -10.07
C -7.17 7.54 -9.90
O -6.59 6.80 -9.28
N -7.50 8.80 -9.62
N -7.55 7.32 -11.18
H -7.25 9.27 -8.76
H -7.83 9.31 -10.43
H -8.11 7.93 -11.76
H -7.29 6.44 -11.61
C -4.96 3.07 -5.00
O -5.01 3.21 -6.16
N -6.00 3.12 -4.19
N -3.88 3.02 -4.34
H -5.78 3.26 -3.21
H -6.96 3.18 -4.49
H -2.95 2.79 -4.65
H -4.09 2.72 -3.40
C -8.09 5.36 -6.68
O -7.29 4.69 -7.29
N -8.30 6.61 -6.86
N -8.86 5.03 -5.69
H -7.81 7.05 -7.63
H -8.81 7.11 -6.15
H -9.57 5.66 -5.33
H -8.71 4.08 -5.38
C -5.66 1.62 -12.08
O -5.34 2.32 -11.04
N -4.94 0.90 -12.76
N -6.81 1.81 -12.78
H -5.37 0.52 -13.59
H -3.99 0.69 -12.49
H -7.46 2.48 -12.38
H -7.07 1.27 -13.59
C -6.87 0.93 -8.11
O -6.54 2.10 -8.35
N -6.48 -0.05 -8.85
N -7.90 0.54 -7.39
H -5.50 -0.15 -9.09
H -7.05 -0.88 -8.86
H -8.11 -0.45 -7.37
H -8.49 1.23 -6.96
C -4.75 6.92 -5.65
O -4.60 6.23 -6.66
N -4.87 6.34 -4.47
N -4.69 8.16 -5.68
H -5.11 6.98 -3.73
H -4.84 5.35 -4.26
H -4.52 8.61 -4.79
H -4.78 8.57 -6.59

Molecular formula: C27H27BrIMgN5O2
Method: DFT, wB97M-V/def2-TZVPD

Its energy relative to the best compared isomer or geometry (same formula, charge and spin) is 125.2 kJ/mol. Its charge is 0. As for the LUMO energy: 0.174 eV.

Atoms and positions in Å:
Mg 0.74 0.75 0.17
C 3.28 2.25 1.68
C 3.85 1.72 0.36
N 3.08 0.55 -0.03
C 3.42 -0.68 0.66
C 2.22 -1.27 1.35
C 2.06 -2.64 1.52
C 0.93 -3.09 2.20
C 0.04 -2.17 2.71
C 0.29 -0.82 2.49
C -0.59 0.27 3.04
N -0.63 1.40 2.13
C -0.27 2.69 2.68
C 1.24 2.75 2.82
N 1.86 2.48 1.55
N 1.35 -0.40 1.82
H 3.43 1.50 2.46
H 3.82 3.17 1.97
H 3.74 2.48 -0.41
H 4.92 1.50 0.49
H 3.14 0.41 -1.03
H 3.86 -1.42 -0.02
H 4.17 -0.47 1.44
H 2.77 -3.34 1.12
H 0.75 -4.15 2.31
H -0.84 -2.48 3.25
H -1.60 -0.12 3.24
H -0.16 0.58 4.00
H -1.54 1.45 1.69
H -0.60 3.46 1.98
H -0.75 2.88 3.65
H 1.54 3.73 3.24
H 1.56 1.98 3.53
H 1.71 3.26 0.92
I 0.65 3.02 -1.82
C -1.35 2.41 -2.22
C -1.98 3.09 -3.22
C -3.31 2.78 -3.54
C -3.94 1.77 -2.89
C -3.28 1.03 -1.89
C -3.92 -0.07 -1.29
C -3.25 -0.84 -0.38
C -1.95 -0.49 0.00
C -1.28 0.61 -0.50
C -1.94 1.35 -1.50
H -1.47 3.87 -3.77
H -3.81 3.33 -4.32
H -4.96 1.50 -3.13
H -4.93 -0.31 -1.60
H -3.73 -1.71 0.07
H -1.45 -1.14 0.71
Br -0.36 -6.07 -0.78
C -0.67 -4.51 -1.82
C -1.64 -4.51 -2.82
N -1.89 -3.43 -3.55
C -1.21 -2.33 -3.31
C -0.23 -2.23 -2.34
C 0.05 -3.36 -1.57
C 0.48 -0.93 -2.03
O 0.47 -0.02 -2.85
O 1.04 -0.89 -0.89
H -2.23 -5.39 -3.04
H -1.47 -1.47 -3.91
H 0.80 -3.30 -0.79

Molecular formula: CH4NOP
Method: DFT, wB97M-V/def2-TZVPD

Its energy relative to the best compared isomer or geometry (same formula, charge and spin) is 310.6 kJ/mol. Its charge is 0. As for the LUMO energy (alpha / beta): -0.788 / -0.788 eV.

Atoms and positions in Å:
C 1.52 0.35 0.07
N -2.79 -0.49 -0.13
O 0.42 -0.53 -0.01
P -1.63 0.38 0.26
H 1.97 0.72 -0.95
H 2.25 -0.20 0.60
H 0.95 1.26 0.52
H -2.68 -1.49 -0.36

Molecular formula: C4H10O2S
Method: DFT, wB97M-V/def2-TZVPD

Its energy relative to the best compared isomer or geometry (same formula, charge and spin) is 12.7 kJ/mol. Its charge is -1. As for the LUMO energy (alpha / beta): 3.408 / 3.309 eV. Its spin multiplicity is 2. Its expectation value of S² is 0.75.

Atoms and positions in Å:
O -2.94 -1.35 0.01
C -2.51 -0.35 0.53
C -1.27 0.38 0.11
C -0.31 -0.46 -0.69
C 0.88 0.34 -1.32
S 2.39 -0.72 -1.39
H -3.03 0.14 1.39
H -0.91 0.75 1.08
H -1.61 1.26 -0.45
H 0.14 -1.21 -0.05
H -0.79 -0.93 -1.55
H 1.14 1.32 -0.93
H 0.61 0.51 -2.37
H 3.16 -0.09 -0.40
H 1.89 0.26 1.25
H 1.85 0.05 2.78
O 1.30 0.08 2.01

Molecular formula: C3H5NOS
Method: DFT, wB97M-V/def2-TZVPD

Its energy relative to the best compared isomer or geometry (same formula, charge and spin) is 506.5 kJ/mol. Its charge is 0. As for the LUMO energy (alpha / beta): -0.659 / -0.660 eV.

Atoms and positions in Å:
C -1.06 0.66 -0.22
C 0.13 1.10 0.19
C -1.14 -0.92 -0.34
N 1.10 0.15 0.49
O 0.03 -1.43 0.09
S 2.48 -0.03 -0.32
H -1.82 1.42 -0.22
H 0.19 2.10 0.52
H -1.83 -1.28 0.45
H -1.52 -1.32 -1.30
H 3.44 -0.45 0.65

Molecular formula: C27H49N7O3SiTi
Method: DFT, wB97M-V/def2-TZVPD

Its energy relative to the best compared isomer or geometry (same formula, charge and spin) is 51.4 kJ/mol. Its charge is 0. As for the LUMO energy (alpha / beta): 0.350 / 0.344 eV. Its spin multiplicity is 3. Its expectation value of S² is 2.00.

Atoms and positions in Å:
Ti -0.48 0.17 -0.14
C -3.42 -1.62 0.46
C -3.07 -2.55 -0.70
N -1.79 -2.16 -1.28
C -1.51 -2.74 -2.60
C -1.83 -1.72 -3.69
N -0.97 -0.56 -3.49
C -1.15 0.50 -4.48
C -0.18 1.66 -4.25
C -0.67 2.65 -3.20
N -0.68 2.11 -1.84
C -1.70 2.70 -0.98
C -2.96 1.85 -1.03
N -2.62 0.50 -0.57
C -3.77 -0.21 -0.01
H -2.57 -1.54 1.13
H -4.26 -2.04 1.02
H -3.84 -2.47 -1.47
H -3.05 -3.60 -0.36
H -1.04 -2.40 -0.65
H -2.10 -3.65 -2.77
H -0.46 -3.01 -2.64
H -2.87 -1.39 -3.60
H -1.70 -2.17 -4.69
H -0.01 -0.87 -3.55
H -2.18 0.86 -4.41
H -1.03 0.11 -5.51
H -0.05 2.20 -5.20
H 0.80 1.27 -3.96
H -1.68 2.96 -3.46
H -0.05 3.56 -3.24
H 0.23 2.26 -1.41
H -1.93 3.75 -1.25
H -1.34 2.67 0.05
H -3.39 1.84 -2.03
H -3.71 2.28 -0.35
H -2.26 -0.05 -1.36
H -4.58 -0.27 -0.75
H -4.14 0.37 0.84
C -1.51 -3.11 3.66
C -0.59 -2.00 4.14
C 0.57 -1.70 3.17
C 1.55 -0.69 3.83
C 2.85 -0.50 3.06
C 1.35 -2.99 2.93
O 1.74 -3.68 3.84
N 1.61 -3.32 1.62
C 1.12 -2.70 0.48
O 1.32 -3.19 -0.61
N 0.39 -1.57 0.67
C 0.06 -1.10 1.88
O -0.71 -0.11 1.83
H -2.33 -3.25 4.36
H -0.97 -4.06 3.58
H -1.94 -2.88 2.68
H -0.14 -2.29 5.09
H -1.14 -1.07 4.28
H 1.77 -1.07 4.83
H 1.02 0.25 3.93
H 3.42 -1.43 3.00
H 3.48 0.24 3.55
H 2.65 -0.15 2.04
H 2.15 -4.17 1.47
C 2.68 2.67 2.73
Si 1.42 2.75 1.30
C 2.00 4.17 0.17
C -0.18 3.25 2.21
N 1.11 1.39 0.29
C 2.11 0.77 -0.44
C 3.49 0.92 -0.20
C 4.43 0.24 -0.96
C 4.03 -0.62 -1.98
C 2.68 -0.78 -2.24
C 1.74 -0.09 -1.50
H 2.75 3.67 3.17
H 3.68 2.37 2.43
H 2.34 1.99 3.51
H 2.30 5.05 0.75
H 1.23 4.48 -0.54
H 2.87 3.85 -0.41
H 0.09 3.68 3.18
H -0.82 2.39 2.39
H -0.74 4.02 1.68
H 3.83 1.57 0.60
H 5.48 0.37 -0.74
H 4.77 -1.16 -2.56
H 2.36 -1.45 -3.03
H 0.67 -0.21 -1.68

Molecular formula: C24H45Cl2F5N2O12PS
Method: DFT, wB97M-V/def2-TZVPD

Its charge is +1. As for the LUMO energy: -2.910 eV.

Atoms and positions in Å:
C 2.64 -0.16 7.13
C 1.66 0.83 6.49
O 0.80 0.15 5.54
N 0.93 0.68 4.27
C -0.20 0.41 3.32
Cl -1.51 1.49 3.91
C 0.34 0.82 1.85
Cl -0.49 2.28 1.28
C 1.84 1.09 2.20
S 3.11 1.10 0.92
O 3.13 2.36 0.30
O 4.35 0.87 1.58
C 2.90 -0.27 -0.33
F 3.92 -1.08 -0.20
F 1.81 -0.98 -0.15
C 2.99 0.30 -1.77
F 2.05 1.14 -2.03
F 2.84 -0.70 -2.61
F 4.16 0.80 -1.95
C 2.15 0.32 3.50
P 1.97 -1.51 2.94
N 3.53 -2.13 2.81
O 1.29 -2.30 4.21
H 2.24 -1.16 7.20
H 3.59 -0.13 6.60
H 2.85 0.22 8.13
H 2.26 1.61 6.01
H 1.04 1.31 7.24
H 0.81 1.70 4.40
H -0.68 -0.55 3.40
H 0.09 0.06 1.12
H 1.83 2.14 2.50
H 3.08 0.56 4.00
H 3.72 -2.46 1.88
H 4.27 -1.52 3.15
H 0.69 -2.98 3.86
O -2.54 -3.76 0.41
C -1.82 -3.96 -0.52
O -0.99 -2.97 -0.92
C 0.01 -3.11 -1.93
C -0.57 -2.99 -3.33
C -1.86 -5.26 -1.29
H 0.58 -4.03 -1.79
H 0.70 -2.29 -1.76
H -1.29 -3.77 -3.54
H 0.22 -3.04 -4.08
H -1.09 -2.04 -3.44
H -2.72 -5.24 -1.96
H -1.97 -6.07 -0.58
H -0.96 -5.46 -1.87
O -4.78 1.05 1.41
C -4.57 0.33 0.47
O -3.56 0.63 -0.37
C -3.14 -0.23 -1.44
C -4.02 -0.07 -2.66
C -5.46 -0.85 0.17
H -3.07 -1.26 -1.11
H -2.13 0.09 -1.69
H -5.06 -0.34 -2.45
H -3.67 -0.69 -3.48
H -4.04 0.97 -2.99
H -6.38 -0.49 -0.29
H -5.71 -1.34 1.12
H -5.01 -1.61 -0.46
O 8.75 -0.98 -1.01
C 8.41 -0.13 -1.78
O 9.05 -0.01 -2.96
C 8.64 0.88 -4.00
C 9.13 2.30 -3.76
C 7.32 0.86 -1.42
H 7.56 0.83 -4.15
H 9.10 0.50 -4.91
H 8.72 2.71 -2.84
H 8.85 2.95 -4.59
H 10.21 2.31 -3.66
H 7.74 1.61 -0.75
H 6.53 0.32 -0.90
H 6.86 1.35 -2.27
O -7.70 0.75 -3.57
C -8.06 1.59 -2.79
O -7.52 2.82 -2.84
C -7.96 3.92 -2.04
C -7.38 3.87 -0.64
C -9.07 1.26 -1.70
H -9.05 3.98 -2.03
H -7.60 4.81 -2.55
H -7.69 2.97 -0.10
H -7.69 4.74 -0.06
H -6.29 3.85 -0.69
H -8.56 0.72 -0.90
H -9.84 0.62 -2.13
H -9.57 2.12 -1.28

Molecular formula: C3H8N3S
Method: DFT, wB97M-V/def2-TZVPD

Its energy relative to the best compared isomer or geometry (same formula, charge and spin) is 228.9 kJ/mol. Its charge is +1. As for the LUMO energy: -5.013 eV.

Atoms and positions in Å:
C 0.64 0.71 -0.46
C 1.49 0.21 0.52
C -1.44 -0.33 0.41
N -0.62 0.15 -0.56
N -1.09 -0.15 -1.86
N 1.16 -0.82 1.28
S -1.60 0.18 2.01
H 0.90 1.63 -1.03
H 2.39 0.70 0.67
H -2.24 -0.99 0.00
H -1.87 0.44 -2.23
H -0.35 0.07 -2.45
H 0.12 -1.00 1.38
H 1.77 -0.93 2.05
H -1.00 1.43 1.86

Molecular formula: C6H7F3N2
Method: DFT, wB97M-V/def2-TZVPD

Its energy relative to the best compared isomer or geometry (same formula, charge and spin) is 340.4 kJ/mol. Its charge is 0. As for the LUMO energy: 0.539 eV.

Atoms and positions in Å:
C 0.10 1.48 0.52
C -1.25 0.76 0.19
C -2.90 -1.07 -0.42
C 2.33 1.12 -0.20
C -1.48 -0.49 -0.08
C 3.29 -0.08 -0.25
N -3.09 -2.31 -0.26
N 1.28 0.70 0.37
F 2.74 -1.14 -0.90
F 4.46 0.19 -0.91
F 3.62 -0.49 0.96
H 0.06 2.31 -0.37
H -0.09 1.99 1.48
H -1.98 1.59 0.15
H -3.66 -0.33 -0.61
H -0.73 -1.33 -0.17
H -3.93 -2.77 -0.47
H 1.24 -0.12 0.99

Molecular formula: C6H15NO2
Method: DFT, wB97M-V/def2-TZVPD

Its energy relative to the best compared isomer or geometry (same formula, charge and spin) is 388.7 kJ/mol. Its charge is 0. As for the LUMO energy: 0.239 eV.

Atoms and positions in Å:
C -1.78 -0.39 -0.18
C -1.98 0.93 -0.90
N -2.41 -0.36 1.13
C -0.32 -0.88 -0.16
O -0.20 -2.01 0.53
H -2.29 -1.17 -0.75
H -2.20 -1.22 1.63
H -2.06 0.41 1.69
H 0.12 -0.91 -1.17
H -3.04 1.12 -1.02
H -1.55 1.76 -0.34
H -1.52 0.91 -1.89
C 2.57 -1.09 0.01
C 0.84 0.48 0.58
C 1.31 1.56 -0.38
O 2.26 -2.15 0.60
H 0.83 -2.27 0.60
H 2.36 -0.96 -1.06
H 3.33 -0.43 0.45
H 1.47 0.31 1.45
H -0.06 0.82 1.10
H 0.83 2.52 -0.18
H 2.39 1.71 -0.31
H 1.07 1.30 -1.41

Molecular formula: C2H4N2
Method: DFT, wB97M-V/def2-TZVPD

Its energy relative to the best compared isomer or geometry (same formula, charge and spin) is 266.9 kJ/mol. Its charge is 0. As for the LUMO energy: 0.927 eV. As for the structure (SMILES): [H][H].C#N.C#N.

Atoms and positions in Å:
C -0.52 2.24 0.33
C 2.87 -0.56 0.32
N 0.07 1.38 -0.07
N 3.37 -0.14 -0.59
H -1.14 2.95 0.81
H -3.92 -2.81 -1.18
H 2.66 -0.73 1.31
H -3.38 -2.32 -0.93

Table of E_tot (eV), in record order: -17704.941; -48037.468; -123573.528; -13925.314; -19238.972; -17560.018; -76364.807; -111914.462; -18537.133; -17464.530; -12047.383; -5116.193